--- one ---
Density functional theory data (ωB97M-V with the def2-TZVPD basis set) for a cluster of 2 separate species, CO4S in total.

Cartesian coordinates (Å):
C  -1.817  -0.003  -0.202
O  0.923  0.894  0.017
O  -2.168  0.596  0.703
O  2.866  -0.622  -0.014
O  -1.375  -0.595  -1.100
S  1.571  -0.270  0.596

Output
E_HOMO in eV: -12.3
Molecular weight in g/mol: 108.074
Gap between HOMO and LUMO in eV: 10.65
E_LUMO in eV: -1.60



--- two ---
Density functional theory data (ωB97M-V with the def2-TZVPD basis set) for a cluster of 2 separate species, CO4S in total.

Cartesian coordinates (Å):
C  -1.179  -0.031  0.049
O  0.469  0.475  -0.965
O  -0.852  0.313  1.118
O  1.594  -0.520  0.921
O  -1.742  -0.433  -0.850
S  1.710  0.196  -0.273

Output
E_HOMO in eV: -12.0
Molecular weight in g/mol: 108.074
Gap between HOMO and LUMO in eV: 10.35
E_LUMO in eV: -1.64



Which structure is the most stable? The one labeled one.



--- one ---
Density functional theory data (ωB97M-V with the def2-TZVPD basis set) for a cluster of 4 separate species, C5H16O3 in total.

Cartesian coordinates (Å):
C  0.772  1.902  0.944
C  0.155  0.779  0.052
C  -0.088  -0.544  0.365
C  -0.860  -1.485  -0.458
C  0.124  -0.993  1.810
H  1.571  1.596  1.510
H  1.075  2.815  0.372
H  -0.021  2.283  1.663
H  -0.132  1.183  -0.944
H  -1.881  -1.713  0.014
H  -0.407  -2.463  -0.468
H  -1.033  -1.089  -1.474
H  0.823  -0.272  2.304
H  0.581  -2.037  1.817
H  -0.765  -0.983  2.330
O  -3.210  1.241  0.538
H  -2.483  0.633  0.504
H  -3.116  1.813  1.294
O  0.200  -0.133  -2.893
H  1.075  -0.476  -2.762
H  -0.169  -0.841  -3.412
O  2.670  -0.573  -1.392
H  2.254  -1.002  -0.558
H  2.865  0.358  -1.155

Output
SMILES: CC=C(C)C.O.O.O
E_HOMO in eV: -9.0
Molecular weight in g/mol: 124.180
Gap between HOMO and LUMO in eV: 9.54
E_LUMO in eV: 0.58



--- two ---
Density functional theory data (ωB97M-V with the def2-TZVPD basis set) for a cluster of 4 separate species, C5H16O3 in total.

Cartesian coordinates (Å):
C  1.907  -2.295  1.751
C  1.013  -1.445  0.900
C  0.269  -1.904  -0.092
C  -0.638  -1.037  -0.970
C  -1.705  -0.381  -0.048
H  1.602  -3.338  1.767
H  1.927  -1.856  2.752
H  2.979  -2.179  1.546
H  1.117  -0.379  1.052
H  0.191  -2.969  -0.281
H  0.052  -0.330  -1.429
H  -1.098  -1.513  -1.836
H  -1.890  0.611  -0.487
H  -1.311  -0.349  0.961
H  -2.703  -0.822  -0.001
O  1.283  2.537  -0.288
H  0.513  2.982  0.121
H  2.007  2.999  0.152
O  -1.172  2.826  1.033
H  -1.567  2.111  0.519
H  -1.041  2.393  1.885
O  -0.560  1.171  -3.293
H  -1.335  1.481  -2.807
H  0.160  1.685  -2.906

Output
SMILES: C/C=C/CC.O.O.O
E_HOMO in eV: -9.0
Molecular weight in g/mol: 124.180
Gap between HOMO and LUMO in eV: 9.56
E_LUMO in eV: 0.52



Which structure is the most stable? The one labeled two.



--- one ---
Density functional theory data (ωB97M-V with the def2-TZVPD basis set) for a cluster of 9 separate species, H20NO8 in total.

Cartesian coordinates (Å):
N  21.221  14.423  36.983
H  21.336  13.969  36.249
H  21.502  15.533  37.073
H  21.802  14.137  37.775
H  20.228  14.208  37.240
O  18.270  14.123  38.600
H  18.074  13.211  38.974
H  17.681  14.273  37.774
O  20.941  13.932  33.570
H  20.210  13.348  33.941
H  21.024  14.870  33.913
O  20.763  16.531  34.385
H  19.814  16.807  34.469
H  21.491  17.120  34.302
O  23.611  15.839  36.136
H  24.101  15.939  35.352
H  24.121  14.869  36.357
O  20.670  17.614  37.568
H  21.110  18.250  38.169
H  19.723  17.942  37.494
O  22.695  12.172  35.376
H  22.475  11.214  35.388
H  22.669  12.364  34.458
O  20.198  11.375  37.200
H  19.327  11.574  36.942
H  20.620  10.771  36.676
O  23.013  14.911  39.991
H  23.692  15.368  39.547
H  23.391  13.994  40.194

Output
Net charge: +1
E_HOMO in eV: -14.0
Molecular weight in g/mol: 162.159
Gap between HOMO and LUMO in eV: 10.93
E_LUMO in eV: -3.11



--- two ---
Density functional theory data (ωB97M-V with the def2-TZVPD basis set) for a cluster of 9 separate species, H20NO8 in total.

Cartesian coordinates (Å):
N  -0.381  -0.788  0.688
H  -0.699  -0.305  -0.267
H  -1.087  -1.399  1.084
H  0.404  -1.447  0.328
H  -0.006  -0.137  1.292
H  1.497  -3.207  0.325
H  0.110  -3.730  -0.130
O  0.563  -3.189  0.528
H  1.361  1.439  2.126
H  1.444  1.709  0.628
O  0.924  1.336  1.370
H  -3.197  -1.195  1.885
H  -2.359  -2.032  2.625
O  -2.596  -1.864  1.711
H  -1.243  2.825  -2.097
H  -2.679  2.604  -1.415
O  -1.703  2.640  -1.238
H  1.344  -1.193  -4.261
H  2.371  -2.140  -3.523
O  1.538  -1.572  -3.437
H  -1.469  1.517  2.020
H  -3.027  1.677  2.332
O  -2.337  1.030  1.935
H  3.118  -1.074  -0.534
H  2.165  -0.736  -1.583
O  2.127  -1.133  -0.698
H  0.488  3.271  -0.447
H  1.819  3.958  -0.716
O  1.507  3.133  -0.531

Output
Net charge: +1
E_HOMO in eV: -14.6
Molecular weight in g/mol: 162.159
Gap between HOMO and LUMO in eV: 11.97
E_LUMO in eV: -2.62



Which structure is the most stable? The one labeled two.



--- one ---
Density functional theory data (ωB97M-V with the def2-TZVPD basis set) for an isolated molecule of C10H8O.

Cartesian coordinates (Å):
C  -2.931  0.237  1.028
C  -2.602  0.327  -0.286
C  -1.335  0.224  -0.795
C  -0.262  -0.015  0.227
C  1.095  -0.084  -0.352
C  1.574  -0.942  -1.270
C  3.020  -0.550  -1.436
C  3.229  0.503  -0.512
O  2.061  0.777  0.112
C  -0.584  0.028  1.544
C  -1.876  0.066  2.014
H  -3.830  0.386  1.390
H  -3.494  0.355  -0.990
H  -0.938  0.227  -1.696
H  1.008  -1.805  -1.854
H  3.687  -0.948  -1.852
H  3.927  1.212  -0.472
H  0.198  -0.057  2.073
H  -1.947  0.060  3.128

Output
SMILES: c1ccc(-c2ccco2)cc1
E_HOMO in eV: -8.4
Molecular weight in g/mol: 144.173
Gap between HOMO and LUMO in eV: 9.27
E_LUMO in eV: 0.90



--- two ---
Density functional theory data (ωB97M-V with the def2-TZVPD basis set) for an isolated molecule of C10H8O.

Cartesian coordinates (Å):
C  3.275  -0.061  -0.034
C  2.596  1.165  -0.328
C  1.144  1.132  -0.289
C  0.435  0.019  0.004
C  -1.078  0.114  0.085
C  -1.921  1.024  0.626
C  -3.180  0.496  0.249
C  -2.998  -0.625  -0.409
O  -1.744  -0.919  -0.474
C  1.153  -1.187  0.295
C  2.533  -1.142  0.310
H  4.273  -0.021  0.168
H  3.038  2.187  -0.556
H  0.842  2.182  -0.588
H  -1.655  1.835  0.996
H  -4.098  1.033  0.532
H  -3.819  -1.268  -0.806
H  0.545  -2.237  0.501
H  3.070  -1.966  0.492

Output
SMILES: c1ccc(-c2ccco2)cc1
E_HOMO in eV: -8.4
Molecular weight in g/mol: 144.173
Gap between HOMO and LUMO in eV: 9.39
E_LUMO in eV: 1.00



Which structure is the most stable? The one labeled two.



--- one ---
Density functional theory data (ωB97M-V with the def2-TZVPD basis set) for a cluster of 2 separate species, C4H9NO4 in total.

Cartesian coordinates (Å):
C  -0.955  -1.676  -0.818
N  -1.299  -0.305  -0.503
C  -0.796  0.360  0.552
C  -1.276  1.778  0.707
O  -0.222  -0.236  1.480
H  -1.835  -2.194  -1.203
H  -0.140  -1.725  -1.544
H  -0.630  -2.174  0.096
H  -1.743  0.229  -1.231
H  -0.839  2.397  -0.080
H  -0.968  2.168  1.676
H  -2.363  1.829  0.628
O  3.693  -0.246  -0.428
C  2.565  -0.324  -0.027
O  1.598  0.646  -0.469
O  2.088  -1.094  0.878
H  2.063  1.374  -0.898
H  1.057  -0.808  1.184

Output
SMILES: CNC(C)=O.O=C(O)O
E_HOMO in eV: -10.2
Molecular weight in g/mol: 135.119
Gap between HOMO and LUMO in eV: 10.69
E_LUMO in eV: 0.45



--- two ---
Density functional theory data (ωB97M-V with the def2-TZVPD basis set) for a cluster of 2 separate species, C4H9NO4 in total.

Cartesian coordinates (Å):
C  -1.695  -1.141  -0.567
C  -0.849  -0.239  0.216
C  -0.971  1.268  -0.196
O  -2.274  1.654  0.093
C  0.656  -0.591  0.021
O  1.266  0.284  0.778
O  3.123  -0.733  0.948
N  3.855  0.285  0.697
O  5.096  0.120  0.833
H  -1.455  -1.036  -1.640
H  -1.494  -2.188  -0.269
H  -2.754  -0.881  -0.391
H  -1.027  -0.328  1.321
H  -0.223  1.892  0.343
H  -0.680  1.304  -1.259
H  -2.380  2.609  -0.232
H  0.831  -1.666  0.369
H  0.976  -0.615  -1.064

Output
E_HOMO (spin up / spin down) in eV: -10.1 / -10.3
Molecular weight in g/mol: 135.119
Gap between HOMO and LUMO (spin up / spin down) in eV: 8.65 / 7.43
E_LUMO (spin up / spin down) in eV: -1.50 / -2.91



Which structure is the most stable? The one labeled one.



--- one ---
Density functional theory data (ωB97M-V with the def2-TZVPD basis set) for a structure of composition C5H11FN.

Cartesian coordinates (Å):
C  -1.299  1.087  0.690
C  -1.367  0.815  -0.801
C  -0.185  0.151  1.270
C  -0.337  -0.273  -1.026
C  2.079  -1.484  -0.102
N  0.618  -0.157  0.044
F  1.463  0.973  -0.009
H  -1.130  2.173  0.899
H  -2.241  0.847  1.140
H  -2.296  0.573  -1.311
H  -0.930  1.789  -1.320
H  0.372  0.708  2.114
H  -0.497  -0.885  1.498
H  -0.845  -1.222  -0.762
H  0.046  -0.210  -2.055
H  2.991  -0.820  0.107
H  1.676  -2.190  0.626
H  1.881  -1.874  -1.002

Output
Net charge: +1
E_HOMO in eV: -15.7
Molecular weight in g/mol: 104.148
Gap between HOMO and LUMO in eV: 10.99
E_LUMO in eV: -4.66



--- two ---
Density functional theory data (ωB97M-V with the def2-TZVPD basis set) for the ion C5H11FN with charge +1.

Cartesian coordinates (Å):
C  -3.053  0.166  -0.047
C  -1.594  0.334  -0.307
C  -0.662  -0.549  -0.149
F  -0.836  -1.853  0.251
C  1.093  -0.187  -0.509
C  1.415  0.927  0.380
N  1.725  -1.418  -0.266
H  -3.113  0.209  1.088
H  -3.595  0.985  -0.508
H  -3.307  -0.837  -0.197
H  -1.294  1.215  -0.840
H  1.054  0.140  -1.576
H  1.434  0.818  1.519
H  2.430  1.406  0.322
H  0.778  1.799  0.180
H  2.796  -1.527  -0.373
H  1.263  -1.992  -0.883
H  1.324  -1.853  0.599

Output
SMILES: C/C=C(\F)[C@@H](C)[NH3+]
Net charge: +1
E_HOMO in eV: -13.6
Molecular weight in g/mol: 104.148
Gap between HOMO and LUMO in eV: 9.96
E_LUMO in eV: -3.65



Which structure is the most stable? The one labeled two.